(1)
{
  "formula": "C3H5N2OS2",
  "method": "ωB97M-V with the def2-TZVPD basis set",
  "homo_lumo_gap_ev": 7.2952,
  "e_tot_ha": -1098.3669,
  "e_above_lowest_kj_mol": 0.0,
  "charge": -1,
  "elements": ["C", "C", "C", "N", "N", "O", "S", "S", "H", "H", "H", "H", "H"],
  "xyz": [[2.23, 2.48, -0.29], [0.89, 0.80, -1.30], [-1.61, -0.97, 1.40], [1.98, 1.09, -0.58], [-0.72, -0.74, 0.54], [-0.53, 0.45, -0.02], [3.52, 2.79, 0.72], [1.52, 3.70, -1.15], [0.34, 1.68, -1.83], [-1.63, -2.01, 1.63], [-2.20, -0.01, 1.78], [2.34, 0.53, 0.18], [0.88, -0.28, -1.74]]
}

---

(2)
{
  "formula": "C66H61FN7O8PSr",
  "method": "ωB97M-V with the def2-TZVPD basis set",
  "homo_lumo_gap_ev": 5.6502,
  "e_tot_ha": -4008.7635,
  "e_above_lowest_kj_mol": 193.8,
  "charge": -2,
  "elements": ["Sr", "O", "C", "O", "C", "C", "C", "C", "C", "C", "O", "N", "O", "O", "N", "O", "O", "H", "H", "C", "C", "C", "C", "C", "C", "C", "N", "C", "N", "C", "C", "C", "C", "C", "C", "C", "N", "C", "C", "C", "C", "C", "C", "C", "H", "H", "H", "H", "H", "H", "H", "H", "H", "H", "H", "H", "H", "H", "H", "H", "H", "H", "H", "H", "H", "H", "O", "N", "C", "C", "C", "C", "C", "C", "C", "P", "C", "C", "C", "C", "C", "C", "C", "C", "C", "C", "C", "C", "H", "H", "H", "H", "H", "H", "H", "H", "H", "H", "H", "H", "H", "H", "H", "H", "C", "C", "C", "C", "C", "C", "C", "C", "C", "C", "C", "C", "N", "C", "C", "C", "C", "C", "C", "F", "H", "H", "H", "H", "H", "H", "H", "H", "H", "H", "H", "H", "H", "H", "H", "H", "H", "H", "H", "H", "H"],
  "xyz": [[-0.82, -1.72, -0.43], [1.04, -3.34, -2.17], [-0.14, -3.63, -2.00], [-1.15, -2.87, -2.28], [-0.50, -4.91, -1.25], [-1.01, -6.02, -1.85], [-1.35, -7.13, -1.07], [-1.18, -7.13, 0.29], [-0.66, -6.01, 0.90], [-0.38, -4.80, 0.19], [-0.11, -3.68, 0.73], [-0.45, -6.11, 2.36], [0.29, -5.31, 2.89], [-1.02, -7.02, 2.95], [-1.88, -8.33, -1.72], [-2.24, -9.26, -1.02], [-1.95, -8.34, -2.94], [-1.14, -6.06, -2.92], [-1.42, -8.00, 0.88], [-5.75, 2.67, 1.47], [-6.57, 2.68, 0.21], [-7.94, 2.93, 0.26], [-8.71, 3.02, -0.89], [-8.11, 2.85, -2.13], [-6.75, 2.57, -2.20], [-5.98, 2.48, -1.04], [-4.59, 2.22, -1.19], [-3.89, 1.11, -0.66], [-4.72, 0.21, -0.10], [-4.54, -1.12, 0.42], [-3.30, -1.76, 0.44], [-3.38, -3.06, 0.97], [-4.55, -3.68, 1.41], [-5.75, -2.99, 1.34], [-5.76, -1.69, 0.84], [-7.07, -0.94, 0.77], [-2.61, 1.02, -0.78], [-2.02, 2.18, -1.35], [-1.54, 3.20, -0.53], [-0.92, 4.32, -1.08], [-0.78, 4.42, -2.46], [-1.26, 3.40, -3.27], [-1.89, 2.28, -2.74], [-2.42, 1.17, -3.62], [-6.10, 3.44, 2.16], [-4.70, 2.85, 1.26], [-5.82, 1.70, 1.98], [-8.40, 3.08, 1.23], [-9.77, 3.22, -0.82], [-8.69, 2.92, -3.04], [-6.27, 2.41, -3.15], [-4.15, 2.64, -1.99], [-5.68, 0.50, -0.11], [-2.47, -3.66, 1.08], [-4.53, -4.70, 1.80], [-6.68, -3.44, 1.66], [-7.89, -1.58, 1.11], [-7.32, -0.61, -0.25], [-7.09, -0.04, 1.41], [-1.63, 3.09, 0.54], [-0.54, 5.09, -0.43], [-0.28, 5.27, -2.90], [-1.13, 3.46, -4.35], [-2.13, 1.33, -4.66], [-3.51, 1.09, -3.58], [-2.03, 0.20, -3.30], [1.14, 1.17, -1.32], [0.49, 0.30, -2.18], [1.20, 0.06, -3.20], [2.54, 0.61, -3.54], [2.61, 1.43, -4.66], [3.80, 2.06, -5.01], [4.92, 1.86, -4.23], [4.87, 1.00, -3.14], [3.69, 0.35, -2.78], [3.59, -0.89, -1.42], [5.12, -0.54, -0.46], [4.93, 0.16, 0.73], [5.99, 0.43, 1.59], [7.27, -0.01, 1.25], [7.47, -0.70, 0.06], [6.40, -0.97, -0.78], [4.09, -2.42, -2.32], [4.38, -3.54, -1.54], [4.71, -4.75, -2.13], [4.74, -4.88, -3.52], [4.42, -3.78, -4.30], [4.09, -2.56, -3.71], [0.57, 1.27, -0.54], [0.69, -0.58, -3.92], [1.71, 1.59, -5.25], [3.84, 2.70, -5.88], [5.85, 2.37, -4.47], [5.76, 0.84, -2.55], [3.93, 0.50, 1.00], [5.81, 0.94, 2.52], [8.10, 0.18, 1.92], [8.47, -1.04, -0.21], [6.57, -1.53, -1.70], [4.34, -3.47, -0.46], [4.93, -5.61, -1.51], [4.99, -5.82, -3.98], [4.42, -3.86, -5.38], [3.84, -1.72, -4.34], [-0.64, 0.86, 4.66], [-1.09, 2.08, 3.85], [-1.79, 1.62, 2.56], [0.04, 3.06, 3.56], [-0.08, 4.37, 4.01], [0.90, 5.32, 3.78], [2.05, 4.94, 3.09], [2.21, 3.63, 2.63], [3.46, 3.23, 1.87], [4.74, 3.86, 2.44], [3.32, 3.55, 0.38], [1.18, 2.68, 2.82], [1.20, 1.44, 2.18], [1.91, 0.44, 2.69], [2.75, 0.44, 3.84], [3.43, -0.71, 4.26], [3.33, -1.92, 3.58], [2.51, -1.96, 2.44], [1.87, -0.82, 2.05], [1.13, -0.84, 0.89], [-1.52, 0.34, 5.06], [0.00, 1.14, 5.50], [-0.09, 0.14, 4.05], [-1.81, 2.62, 4.45], [-1.09, 1.10, 1.91], [-2.18, 2.48, 2.01], [-2.63, 0.94, 2.78], [-0.97, 4.65, 4.56], [0.79, 6.34, 4.13], [2.84, 5.66, 2.91], [3.55, 2.16, 1.97], [4.77, 4.94, 2.26], [5.61, 3.42, 1.95], [4.82, 3.69, 3.52], [3.18, 4.63, 0.24], [2.46, 3.03, -0.04], [4.21, 3.23, -0.18], [2.84, 1.37, 4.40], [4.06, -0.65, 5.14], [3.83, -2.80, 3.93], [2.36, -2.87, 1.87]]
}

---

(3)
{
  "formula": "CHClOS2",
  "method": "ωB97M-V with the def2-TZVPD basis set",
  "homo_lumo_gap_ev": [7.0529, 7.9797],
  "e_tot_ha": -1370.4218,
  "e_above_lowest_kj_mol": 231.7,
  "elements": ["C", "O", "S", "S", "Cl", "H"],
  "xyz": [[0.51, -3.27, -0.84], [-0.08, -4.14, -0.32], [-1.30, -0.46, 1.05], [-1.24, -0.95, -0.86], [2.14, -2.90, -1.19], [-0.20, 0.52, 1.11]]
}

---

(4)
{
  "formula": "C11H16Cl3NOSW",
  "method": "ωB97M-V with the def2-TZVPD basis set",
  "multiplicity": 3,
  "homo_lumo_gap_ev": [4.7997, 5.1087],
  "e_tot_ha": -2404.7083,
  "e_above_lowest_kj_mol": 0.0,
  "charge": -2,
  "elements": ["C", "C", "C", "C", "C", "C", "C", "C", "C", "C", "W", "Cl", "Cl", "Cl", "H", "H", "H", "H", "H", "H", "H", "H", "H", "H", "H", "H", "H", "H", "H", "O", "H", "S", "C", "N"],
  "xyz": [[-0.46, 0.89, -0.85], [-1.35, -0.24, -0.86], [-0.60, -1.43, -0.58], [-2.78, -0.18, -1.29], [0.77, -1.02, -0.34], [0.86, 0.40, -0.59], [2.05, 1.19, -0.69], [-0.78, 2.27, -1.30], [-1.12, -2.82, -0.69], [1.94, -1.94, -0.32], [-0.56, -0.23, 1.28], [-2.75, -1.03, 2.04], [-1.58, 1.82, 1.76], [0.04, -2.31, 2.32], [-3.27, 0.72, -0.89], [-3.33, -1.05, -0.92], [-2.89, -0.16, -2.39], [-2.04, -2.91, -0.09], [-0.38, -3.52, -0.30], [-1.34, -3.08, -1.74], [1.71, -2.88, 0.17], [2.77, -1.49, 0.22], [2.28, -2.17, -1.33], [3.00, 0.68, -0.56], [2.00, 2.05, 0.48], [2.02, 1.95, -1.48], [-1.81, 2.57, -1.03], [-0.68, 2.34, -2.39], [-0.07, 2.99, -0.85], [1.68, 2.63, 1.30], [2.35, 3.33, 1.38], [2.04, 1.41, 4.71], [1.41, 0.85, 3.40], [0.88, 0.37, 2.41]]
}

---

(5)
{
  "formula": "C3H10N2S",
  "method": "ωB97M-V with the def2-TZVPD basis set",
  "homo_lumo_gap_ev": 9.5104,
  "e_tot_ha": -627.9838,
  "smiles": "[H]/N=C/N.CCS",
  "e_above_lowest_kj_mol": 28.5,
  "elements": ["C", "C", "S", "H", "H", "H", "H", "H", "H", "N", "C", "N", "H", "H", "H", "H"],
  "xyz": [[2.20, 0.56, -0.48], [2.15, -0.45, 0.66], [1.29, -1.99, 0.16], [1.24, 1.04, -0.64], [2.54, 0.08, -1.39], [2.92, 1.34, -0.21], [3.15, -0.77, 0.95], [1.67, 0.02, 1.51], [0.06, -1.46, 0.27], [-2.46, 0.42, -1.15], [-2.48, -0.02, 0.14], [-1.75, 0.51, 1.05], [-2.20, 1.38, -1.29], [-3.07, 0.01, -1.82], [-3.13, -0.89, 0.31], [-2.14, 0.22, 1.93]]
}

---

(6)
{
  "formula": "C3H3LuO2",
  "method": "ωB97M-V with the def2-TZVPD basis set",
  "multiplicity": 2,
  "homo_lumo_gap_ev": [5.1858, 6.9224],
  "e_tot_ha": -1501.9536,
  "charge": -1,
  "elements": ["H", "O", "O", "C", "C", "C", "H", "H", "Lu"],
  "xyz": [[1.07, 3.02, 0.90], [0.59, -1.33, -0.89], [-2.41, 0.38, -0.50], [-0.43, -0.84, -0.03], [1.00, -0.51, 0.27], [-1.17, 0.36, -0.60], [-0.99, -1.63, 0.50], [1.40, -1.18, 1.06], [0.95, 1.73, -0.70]]
}